No. 1
The following is a quantum chemistry calculation of C3H2ClNO in the gas phase, from the OMol25 dataset.

energy above the lowest of the compared OMol25 structures with the same formula, charge and spin = 3.767 eV
orbital gap (alpha / beta) = 7.596 / 8.344 eV
HOMO level (alpha / beta) = -8.5 / -8.6 eV

Last column: natural (NBO) charge in e.
Geometry (Å):
C: 1.089742 1.059652 -0.118140  0.143
C: -1.543295 -0.430304 0.024172  -0.033
C: 0.838319 -0.311698 -0.215067  0.095
N: 1.492021 2.084974 0.182643  -0.274
O: -0.351709 -0.895342 -0.030044  -0.346
Cl: 2.390187 -1.053976 0.006280  0.063
H: -2.387306 -1.082658 0.109931  0.193
H: -1.527961 0.629355 0.040224  0.159

Force components x, y, z for each atom (eV/Å):
C -1.2 -0.9 0.3
C 0.0 1.5 0.1
C -0.4 0.3 -0.1
N 0.3 1.9 0.0
O 3.1 -2.1 -0.2
Cl -0.9 -1.2 0.0
H 0.1 -0.3 0.0
H -1.0 0.9 0.0



No. 2
The following is a quantum chemistry calculation of a molecular structure, C27H33GeN2SSe2Te2W, from the OMol25 dataset.

energy above the lowest of the compared OMol25 structures with the same formula, charge and spin = 3.267 eV
orbital gap (alpha / beta) = 4.672 / 4.673 eV
HOMO level (alpha / beta) = -9.8 / -9.8 eV
net charge = +1

Last column: natural (NBO) charge in e.
Geometry (Å):
W: 0.532225 0.570831 0.447406  -0.485
Se: 0.243209 1.366008 2.756157  0.010
Te: 2.346277 -0.029004 2.482347  0.229
Te: 2.516019 -1.267693 0.114504  0.182
Se: 1.625285 2.329469 -0.542279  0.181
S: 0.042984 -0.297264 -2.034280  0.019
C: -1.311251 -1.328315 -1.974111  0.297
N: -1.273048 -2.471407 -2.722806  -0.496
C: -2.364780 -3.279184 -2.807395  0.122
C: -3.502845 -2.919333 -2.133935  -0.316
C: -3.465199 -1.755805 -1.354346  0.158
N: -2.370581 -0.993324 -1.260767  -0.453
H: -0.416358 -2.687197 -3.221032  0.454
H: -2.279878 -4.168594 -3.407820  0.244
H: -4.400008 -3.512358 -2.201587  0.254
H: -4.332282 -1.403882 -0.817811  0.226
C: -0.567958 -1.154822 1.029910  -0.093
C: -0.923576 -2.069682 1.776559  -0.242
C: -1.299055 -3.072743 2.667120  0.157
C: -0.319423 -3.406500 3.673736  -0.059
C: 1.046767 -3.400506 3.347496  -0.159
C: 1.994945 -3.704668 4.302352  -0.204
C: 1.605640 -3.987167 5.605832  -0.143
C: 0.259676 -3.968409 5.946643  -0.213
C: -0.697887 -3.685305 4.995562  -0.175
C: -2.593896 -3.668814 2.553247  -0.062
C: -2.940132 -4.857601 3.219292  -0.139
C: -4.195227 -5.403336 3.055188  -0.219
C: -5.134688 -4.793244 2.233289  -0.128
C: -4.800348 -3.631836 1.549681  -0.229
C: -3.549303 -3.082007 1.701572  -0.149
H: 1.357620 -3.252889 2.315234  0.238
H: 3.038307 -3.728701 4.025336  0.229
H: 2.350455 -4.206492 6.354607  0.231
H: -0.042195 -4.163270 6.963984  0.232
H: -1.736334 -3.614500 5.276494  0.227
H: -2.210331 -5.366128 3.827265  0.233
H: -4.447782 -6.316742 3.568930  0.234
H: -6.112619 -5.231472 2.103323  0.232
H: -5.528342 -3.154204 0.910587  0.222
H: -3.278361 -2.179246 1.177733  0.231
C: -1.740532 6.396835 1.271151  -0.610
C: -2.166466 5.854428 -0.084623  -0.386
C: -2.630292 4.395910 -0.007993  -0.413
C: -1.516557 3.498083 0.509622  -0.793
Ge: -1.808454 1.531694 -0.026639  1.031
C: -3.089058 0.769025 1.362784  -0.811
C: -4.286160 1.627160 1.777266  -0.413
C: -5.597772 1.097050 1.207864  -0.383
C: -5.725209 1.354450 -0.286207  -0.611
H: -1.551638 7.464218 1.198742  0.216
H: -0.826136 5.919990 1.617884  0.202
H: -2.524502 6.239853 2.009394  0.200
H: -1.347330 5.946355 -0.799781  0.196
H: -3.005976 6.436654 -0.467003  0.202
H: -2.938847 4.076455 -1.009726  0.202
H: -3.500264 4.323857 0.647606  0.193
H: -1.448492 3.539006 1.605414  0.211
H: -0.570332 3.873417 0.103707  0.218
H: -2.654283 1.752855 -1.294522  -0.148
H: -2.486989 0.552470 2.253600  0.223
H: -3.446301 -0.185832 0.986634  0.187
H: -4.159025 2.662673 1.461674  0.203
H: -4.339671 1.625995 2.866966  0.207
H: -6.427204 1.584831 1.724211  0.210
H: -5.668863 0.026774 1.413374  0.176
H: -5.799050 2.421136 -0.477745  0.217
H: -6.613386 0.869932 -0.681893  0.208
H: -4.852877 0.973690 -0.817362  0.189

Force components x, y, z for each atom (eV/Å):
W 1.8 2.4 -2.4
Se -0.8 -0.6 -0.1
Te 1.8 0.1 1.4
Te -0.6 -0.8 0.0
Se -0.6 -0.8 0.1
S 0.3 -0.1 0.2
C 1.2 0.4 -0.2
N -1.0 -0.3 0.2
C 0.1 0.6 0.3
C 0.1 -0.2 -0.1
C 1.3 0.5 -0.4
N -1.8 -1.0 0.1
H -0.1 0.1 0.1
H 0.0 -0.1 -0.1
H 0.0 -0.1 0.0
H -0.2 0.0 0.2
C -0.1 -0.5 0.3
C -0.4 -1.0 0.3
C 0.7 1.2 -0.8
C 0.2 -0.1 0.4
C -0.1 -0.2 -0.4
C 0.0 -0.1 0.1
C 0.0 0.1 -0.2
C -0.1 0.0 0.1
C 0.0 0.0 -0.1
C -0.8 -0.5 -0.1
C 0.2 0.2 -0.1
C -0.2 -0.1 0.1
C 0.2 0.0 0.0
C -0.1 0.0 0.0
C 0.2 0.0 0.1
H -0.1 0.1 0.2
H 0.1 0.0 0.0
H 0.1 -0.1 0.1
H 0.0 0.0 0.1
H -0.1 0.0 0.1
H 0.1 -0.1 0.1
H 0.0 -0.1 0.0
H -0.1 0.0 0.1
H -0.1 0.0 -0.1
H 0.0 0.1 0.1
C 0.0 0.1 -0.3
C -0.5 -0.2 0.2
C 0.3 0.2 -0.1
C -0.3 -0.7 -0.2
Ge -1.4 1.5 1.5
C 0.6 0.4 -0.2
C -0.1 -0.2 0.0
C 0.0 0.4 0.1
C 0.0 -0.2 0.2
H 0.1 0.1 0.1
H 0.0 0.0 0.1
H -0.1 0.0 0.1
H 0.0 0.0 -0.1
H 0.1 0.2 -0.1
H -0.1 0.0 0.1
H -0.1 0.1 -0.1
H 0.1 0.0 -0.1
H 0.0 -0.4 0.1
H 0.4 -0.3 -0.3
H 0.0 -0.1 -0.3
H 0.0 -0.2 0.0
H 0.0 0.0 0.1
H -0.1 0.1 0.0
H -0.1 -0.1 0.0
H -0.1 -0.1 0.1
H 0.0 0.1 -0.1
H -0.1 0.0 -0.2
H 0.1 0.0 -0.1



No. 3
The following is a quantum chemistry calculation of a gas-phase ion, C11H14N (charge +1), from the OMol25 dataset.

energy above the lowest of the compared OMol25 structures with the same formula, charge and spin = 2.599 eV
orbital gap = 9.909 eV
SMILES string = C[N+]1(C)[C@@H]2Cc3ccccc3[C@@H]21
HOMO level = -12.7 eV
net charge = +1

Last column: natural (NBO) charge in e.
Geometry (Å):
C: -0.166886 2.697095 2.529091  -0.142
C: -1.436542 2.141329 2.443470  -0.205
C: 0.840346 2.238773 1.648840  -0.199
C: -1.778614 1.257626 1.481824  -0.162
C: 0.471163 1.458122 0.608831  -0.002
C: -0.854943 0.948039 0.465285  -0.109
C: 1.390703 1.030526 -0.526853  -0.477
C: -0.937417 0.105176 -0.725849  -0.025
C: 0.601425 0.161239 -1.495638  0.019
C: -0.504958 -2.039189 -1.894693  -0.366
C: 0.626204 -1.838238 0.110691  -0.424
N: -0.059523 -1.064353 -0.886336  -0.219
H: -0.020457 3.384136 3.368841  0.238
H: -2.166556 2.483301 3.086178  0.228
H: 1.825119 2.360258 1.989143  0.233
H: -2.791598 0.815851 1.451025  0.231
H: 1.737086 1.840508 -1.237181  0.269
H: 2.294130 0.490340 -0.379029  0.252
H: -1.902469 -0.044228 -1.221177  0.250
H: 0.592978 0.153330 -2.490642  0.227
H: 0.338039 -2.551610 -2.133351  0.220
H: -1.196081 -2.665492 -1.437488  0.225
H: -0.946805 -1.402271 -2.616179  0.217
H: -0.100775 -2.704815 0.479499  0.244
H: 1.406878 -2.423422 -0.349920  0.232
H: 1.039777 -1.101092 0.837899  0.247

Force components x, y, z for each atom (eV/Å):
C 0.0 -0.8 0.0
C 1.4 1.1 -0.4
C -1.5 0.7 2.3
C -0.9 -1.8 -2.5
C -0.3 -1.3 -1.6
C 1.7 0.7 1.2
C -0.5 0.4 -2.8
C 1.0 0.1 -1.4
C -4.4 -0.1 6.3
C -1.1 2.9 0.7
C -0.8 -1.0 2.5
N 1.0 -0.2 -0.9
H 0.5 -0.2 -0.5
H -1.4 0.5 1.5
H 1.5 0.7 -0.4
H 0.6 0.3 0.0
H -0.5 -0.2 1.2
H 1.0 -0.3 1.2
H 0.5 0.2 -0.1
H 0.4 0.0 -3.8
H 2.2 -1.5 -1.5
H -1.4 -1.1 0.6
H -0.4 -0.3 -1.5
H 1.4 2.3 0.0
H 0.5 0.3 -0.3
H -0.4 -1.3 0.1



No. 4
The following is a quantum chemistry calculation of 2 unconnected molecules or ions with the total composition C3H9NS, from the OMol25 dataset.

energy above the lowest of the compared OMol25 structures with the same formula, charge and spin = 6.738 eV
orbital gap = 5.276 eV
HOMO level = -7.9 eV

Last column: natural (NBO) charge in e.
Geometry (Å):
C: -1.940083 -0.068924 -0.375156  -0.412
N: -0.855204 -0.186122 0.519868  -0.635
C: 0.495103 -0.063348 -0.211182  -0.055
C: 1.717401 -0.172835 0.735554  -0.632
S: 3.218292 0.591004 0.061951  -0.182
H: -1.837859 0.915860 -1.013833  0.184
H: -2.002102 -0.853834 -1.268558  0.159
H: -2.856808 0.014233 0.177141  0.216
H: -0.950048 -1.068339 1.096292  0.383
H: 0.545940 0.915536 -0.689434  0.002
H: 0.494902 -0.837882 -1.001516  0.217
H: 2.047652 -1.219583 1.003950  0.293
H: 1.422740 0.200760 1.844057  0.223
H: 0.500070 1.833472 -0.879132  0.238

Force components x, y, z for each atom (eV/Å):
C -0.2 0.9 -4.0
N 2.5 -0.6 0.2
C -1.8 -6.0 4.4
C -0.5 1.4 1.9
S -1.3 0.0 0.2
H -0.2 -1.5 1.4
H 0.0 1.0 1.9
H -0.6 -0.2 0.0
H 0.7 1.4 -0.9
H 0.1 2.4 -1.1
H 0.3 0.9 -0.4
H -0.6 0.5 -1.1
H 0.6 -0.3 -2.6
H 1.0 0.2 0.1



No. 5
The following is a quantum chemistry calculation of a molecular structure, C29H24N11O6Ru, from the OMol25 dataset.

orbital gap = 5.745 eV
HOMO level = -17.1 eV
net charge = +3

Last column: Mulliken charge in e.
Geometry (Å):
Ru: -0.290190 -0.319700 0.428737  -0.016
C: -0.068374 0.768374 -2.534218  -0.762
N: 0.081354 1.241814 -1.134972  0.337
C: 1.292289 2.073189 -0.907502  -0.942
C: 2.062923 1.457166 0.195734  -0.040
N: 1.601601 0.348810 0.756045  0.412
C: 2.562317 -0.045346 1.720256  -0.021
C: 2.641522 -1.161214 2.547035  -0.123
C: 3.737083 -1.241658 3.381800  -0.821
C: 4.733856 -0.250216 3.390871  -0.571
C: 4.681255 0.838170 2.545511  -1.045
C: 3.577221 0.904583 1.704673  0.765
N: 3.213651 1.843095 0.725745  -0.084
C: -0.130487 -0.707632 -2.487058  -0.010
N: -0.042991 -1.316225 -1.310453  0.473
C: -0.114821 -2.705923 -1.562524  0.315
C: -0.048564 -3.804136 -0.712240  -0.395
C: -0.170105 -5.048758 -1.295054  -0.842
C: -0.340480 -5.200739 -2.682667  -0.571
C: -0.376346 -4.115966 -3.533359  -1.016
C: -0.252121 -2.867699 -2.935606  0.786
N: -0.264638 -1.573960 -3.480283  -0.088
H: 0.776637 1.095218 -3.139996  0.551
H: -0.969797 1.195075 -2.981726  0.390
H: -0.758433 1.724613 -0.817294  0.321
H: 0.997163 3.096122 -0.663540  0.441
H: 1.899082 2.118361 -1.811379  0.629
H: 1.898372 -1.948458 2.524590  0.421
H: 3.844865 -2.095339 4.036909  0.462
H: 5.572286 -0.353318 4.066104  0.446
H: 5.465734 1.583190 2.529683  0.457
H: 3.760279 2.644840 0.441387  0.279
H: 0.120527 -3.698841 0.351969  0.422
H: -0.118306 -5.934097 -0.675957  0.457
H: -0.431302 -6.196307 -3.094665  0.443
H: -0.477312 -4.237218 -4.603831  0.454
H: -0.306792 -1.344911 -4.464573  0.279
N: -1.501594 -1.295885 4.213864  -0.036
C: -0.579051 -0.386167 4.698188  -0.989
C: 0.024622 0.162893 3.617984  -0.763
N: -0.544506 -0.381209 2.480019  1.249
C: -1.461865 -1.261393 2.887392  -0.199
C: -2.269589 -1.882806 1.857700  -0.026
N: -1.975419 -1.555736 0.608766  1.271
C: -2.930771 -2.132510 -0.198123  -0.661
C: -3.804456 -2.808194 0.593516  -0.995
N: -3.363791 -2.644570 1.888065  -0.033
H: -2.104302 -1.865828 4.790453  0.218
H: -0.436429 -0.220660 5.752614  0.423
H: 0.780593 0.926539 3.581808  0.590
H: -2.941867 -2.011448 -1.267078  0.566
H: -4.681285 -3.385739 0.353353  0.441
H: -3.828957 -3.013163 2.705334  0.209
O: -3.136010 0.733909 2.170036  -0.508
C: -2.826925 1.284908 1.153874  0.098
O: -1.684672 1.040146 0.428022  0.017
C: -3.614594 2.378926 0.517616  0.891
C: -4.760543 2.824848 1.171479  -0.631
C: -5.500673 3.832248 0.587115  -0.349
C: -5.163370 4.421208 -0.617441  -0.618
C: -4.025911 3.944073 -1.238265  -0.401
C: -3.253572 2.945711 -0.696104  -0.308
N: -3.595179 4.500166 -2.541929  1.050
O: -4.262136 5.374559 -3.024332  -0.557
O: -2.581573 4.018960 -3.035241  -0.644
N: -6.723819 4.302108 1.288149  1.061
O: -7.023789 3.717046 2.307030  -0.586
O: -7.318386 5.225124 0.785573  -0.572
H: -5.074735 2.403612 2.115504  0.721
H: -5.764539 5.210494 -1.048073  0.641
H: -2.390963 2.632572 -1.254519  0.238

Force components x, y, z for each atom (eV/Å):
Ru 0.9 0.9 -1.0
C -0.2 0.1 -0.2
N 0.3 -0.9 0.2
C 0.0 0.2 0.1
C 0.0 0.0 -0.1
N 0.0 -0.2 0.5
C -0.1 0.0 -0.2
C 0.0 0.0 0.0
C 0.1 0.0 0.0
C 0.0 -0.1 0.0
C 0.0 0.0 -0.1
C 0.0 0.2 0.0
N 0.1 -0.1 0.0
C 0.0 0.1 0.0
N -0.2 -0.5 0.3
C 0.0 0.2 0.1
C 0.0 0.0 0.0
C 0.0 0.0 -0.1
C 0.0 0.0 0.1
C 0.1 0.0 0.0
C -0.1 0.1 -0.1
N 0.1 -0.2 0.0
H 0.0 0.0 0.0
H 0.0 0.0 0.0
H 0.0 0.3 -0.2
H 0.0 0.0 0.0
H 0.0 0.0 0.0
H 0.0 0.0 0.0
H 0.0 0.0 0.0
H 0.0 0.0 0.0
H 0.0 0.0 0.0
H 0.0 0.0 0.0
H 0.0 0.0 0.0
H 0.0 0.0 0.0
H 0.0 0.0 0.0
H 0.0 0.0 0.0
H 0.0 0.0 0.0
N 0.1 0.1 0.2
C -0.1 -0.1 0.0
C -0.1 0.1 -0.2
N 0.3 -0.6 0.3
C -0.2 0.1 -0.1
C 0.1 0.1 0.1
N -0.2 -0.3 -0.2
C 0.0 0.2 0.0
C 0.0 0.0 0.1
N -0.1 -0.1 -0.1
H 0.0 0.0 0.0
H 0.0 0.0 0.0
H 0.0 0.0 0.0
H 0.0 0.0 0.0
H 0.0 0.0 0.0
H 0.0 0.0 0.0
O 0.0 -0.2 -0.1
C 0.5 0.0 -0.2
O -1.0 0.5 0.5
C -0.1 0.0 0.0
C 0.0 0.0 0.0
C 0.0 0.0 0.0
C 0.0 0.0 0.0
C 0.0 0.0 -0.1
C 0.0 -0.1 0.1
N 0.1 0.1 -0.2
O 0.0 -0.1 0.1
O -0.1 0.0 0.1
N -0.2 0.1 0.1
O 0.1 0.0 -0.2
O 0.1 -0.1 0.0
H 0.0 0.0 0.0
H 0.0 0.0 0.0
H 0.0 0.0 -0.1



No. 6
The following is a quantum chemistry calculation of a gas-phase ion, C5H11NO (charge -1), from the OMol25 dataset.

energy above the lowest of the compared OMol25 structures with the same formula, charge and spin = 2.239 eV
orbital gap (alpha / beta) = 2.862 / 7.214 eV
multiplicity = 2
HOMO level (alpha / beta) = 1.4 / -3.2 eV
<S²> = 0.754
net charge = -1

Last column: Löwdin spin population.
Geometry (Å):
C: 0.673228 -0.284969 -1.058751  0.074
C: 0.661578 -1.347017 -2.222792  0.005
C: -0.556747 -0.114912 -0.213186  0.353
N: -0.394263 0.610900 0.920184  0.070
C: -1.579663 1.505876 1.272142  0.032
C: 0.771437 0.188837 1.740122  0.061
O: -1.599968 -0.795665 -0.438219  0.278
H: 0.828335 0.712101 -1.600714  0.047
H: 1.555334 -0.471897 -0.428493  0.016
H: -0.306281 -1.436301 -2.660777  0.001
H: 1.435146 -1.279211 -2.993453  0.003
H: 0.906957 -2.401346 -1.836637  0.001
H: -1.409306 2.530931 0.951521  0.012
H: -2.456557 1.054510 0.669267  0.005
H: -1.864829 1.348471 2.248582  0.003
H: 0.639880 0.419703 2.815372  0.027
H: 0.954597 -0.923807 1.533751  0.006
H: 1.741120 0.683795 1.302083  0.008

Force components x, y, z for each atom (eV/Å):
C 0.5 0.7 -1.8
C 0.8 -1.7 1.9
C 0.8 -1.5 -2.2
N 0.0 1.6 2.0
C 0.9 -2.5 -3.2
C 0.3 0.5 -1.3
O -1.9 -0.9 -0.4
H 0.4 -0.6 0.5
H 0.2 0.2 -0.4
H -0.7 0.1 -0.4
H -0.1 0.9 0.0
H -0.6 1.2 0.0
H 0.0 0.3 0.3
H 1.4 0.7 0.7
H -0.4 0.3 2.6
H 0.2 -0.1 -0.3
H -0.5 1.3 0.7
H -1.4 -0.6 1.2



In eV/Å, the max |F| values for the records above are, in order, 3.71; 3.81; 7.67; 7.68; 1.58; 4.11.
In g mol⁻¹, the M values for the records above are, in order, 103.5; 1087.2; 160.2; 91.2; 723.7; 101.1.